Below is a single C10H13N3O4 molecule, with properties calculated with ωB97M-V with the def2-TZVPD basis set.

```
30
Properties=species:S:1:pos:R:3:forces:R:3
C -3.225299 1.210685 2.242221 -0.8 -0.6 -2.3
C -1.954236 1.340045 3.011998 1.4 -0.7 -2.3
H -1.968807 2.182717 3.641907 0.4 1.0 0.8
H -1.739954 0.423051 3.515766 0.7 -0.3 0.5
O -0.741019 1.587083 1.921466 -0.4 -3.2 3.8
C 0.406448 0.694465 2.169264 -0.7 0.0 3.1
O 0.733667 0.011631 3.231282 -2.3 3.8 -5.8
C 1.145334 0.899419 0.905356 3.7 -1.5 2.9
N 2.415892 0.591615 0.904379 -3.0 -2.0 6.0
N 3.001527 0.832481 -0.129146 2.6 1.0 -7.1
H 3.719415 0.215821 -0.502129 0.3 0.0 0.8
C 1.933344 1.086280 -1.373313 2.8 6.9 6.5
C 0.808997 1.392468 -0.379802 -4.5 -3.4 -3.6
C -0.309942 0.074101 -0.938813 13.0 3.0 -2.6
O -1.384293 0.031361 -0.714414 -9.7 -1.4 1.8
N 0.582210 -0.732289 -1.836865 -2.6 3.4 3.0
C 1.893701 -0.124585 -1.976934 -2.4 -8.0 -7.4
O 2.647870 -0.722647 -2.797336 -0.8 2.3 2.9
C -0.200428 -1.762816 -2.467577 3.5 -4.2 -3.0
C 0.258084 -3.174171 -1.630007 -3.4 0.7 -2.0
H 1.339732 -3.119220 -1.631327 0.0 -0.2 0.3
H -0.151946 -4.134120 -2.179640 0.9 2.0 1.1
H -0.258114 -3.043406 -0.672339 0.7 -0.5 0.1
H 0.439619 -2.078525 -3.453700 -1.9 1.4 1.7
H -1.317503 -1.530391 -2.758249 2.5 -0.3 1.2
H 0.140969 2.214755 -0.346541 0.0 1.2 -0.7
H 2.443153 2.018395 -1.731543 -0.8 -1.4 -1.0
H -4.185146 1.085249 2.830100 1.4 -0.1 -0.3
H -3.130589 0.356866 1.430482 -0.3 1.7 1.7
H -3.342684 2.173682 1.715455 -0.2 -0.5 -0.2
```
Forces are in eV/Å.

Calculated values
* LUMO level: -0.03 eV
* F_max: 13.59 eV/A
* E_HOMO: -8.5 eV
* DFT total energy: -853.85693 Ha
* energy relative to the best compared isomer or geometry (same formula, charge and spin): 101.7 kcal/mol

=====

Below is a single C10H13N3OS molecule, with properties calculated with ωB97M-V with the def2-TZVPD basis set.

```
28
Properties=species:S:1:pos:R:3:forces:R:3
C -0.311755 0.131077 -3.422828 -0.1 0.6 -0.5
C 0.282188 0.595708 -2.080254 -0.1 1.9 -0.9
C -0.449564 1.873519 -1.543424 0.9 -0.3 0.2
C -0.709140 1.839954 1.417097 -0.6 0.1 0.5
C -0.876888 0.359535 1.274456 -1.4 -0.7 0.4
C -1.959040 -0.462620 0.900897 -0.8 3.1 0.7
C -0.361477 -1.800960 1.378165 0.1 -1.8 -1.8
C 1.700902 -2.643916 1.842242 -0.5 0.4 0.1
C 2.198072 -1.328526 2.187441 1.0 -0.5 0.5
C 1.397870 -0.281638 2.043041 -2.0 -1.5 -1.2
H -1.372570 -0.143135 -3.335545 0.2 0.1 0.2
H 0.222026 -0.787235 -3.630153 0.1 -0.2 -0.5
H -0.246630 0.843267 -4.292019 0.2 -0.6 1.0
H 1.349414 0.928059 -2.226494 -0.8 -0.7 0.2
H -0.741420 -0.672349 -0.918022 3.0 0.6 -1.0
H -0.571771 2.648087 -2.336998 0.7 -0.3 0.8
H -1.446818 1.634726 -1.297223 -1.4 -0.6 0.3
H -0.037554 2.009333 2.315604 -1.0 0.2 -0.9
H -1.703294 2.432479 1.542315 1.7 -1.3 -0.1
H -3.030674 -0.135554 0.710490 1.7 -0.4 0.1
H 2.313893 -3.504826 2.033485 0.4 -0.2 -0.3
H 3.204392 -1.113316 2.553698 -0.2 -0.6 -0.2
H 1.619674 0.730575 2.139082 0.5 1.4 0.3
N -1.624245 -1.727992 0.948799 0.6 -3.1 0.1
N 0.508397 -2.895217 1.370280 -0.7 1.1 1.2
N 0.115337 -0.570143 1.582437 0.6 3.5 0.9
O 0.252200 -0.482689 -1.207046 -2.4 -0.8 1.3
S 0.278474 2.523798 0.050480 0.4 0.5 -1.2
```
Forces are in eV/Å.

Calculated values
* LUMO level: 0.24 eV
* F_max: 3.65 eV/A
* E_HOMO: -8.2 eV
* DFT total energy: -1026.50637 Ha
* energy relative to the best compared isomer or geometry (same formula, charge and spin): 29.0 kcal/mol

=====

Below is a molecular structure, C10H13N6O8P2Pt, with properties calculated with ωB97M-V with the def2-TZVPD basis set.

```
40
Properties=species:S:1:pos:R:3:forces:R:3
Pt 0.632976 -0.457736 0.865724 -0.8 -0.3 0.6
N 1.361325 2.503838 2.265741 -1.9 0.1 -0.2
C 0.307881 2.622614 1.424330 0.3 -0.4 -0.6
N -0.151380 3.864399 1.224816 0.3 -0.5 0.3
C -1.217653 3.924080 0.431065 -1.0 -0.1 0.6
N -1.919784 5.102439 0.481366 -0.4 0.1 -1.4
N -1.773682 2.965803 -0.267898 0.4 -0.5 -0.5
C -1.166547 1.760386 -0.165821 1.0 0.4 2.1
N -0.146982 1.511911 0.808715 -0.5 0.7 -0.5
C -1.580388 0.661511 -0.864541 -0.4 -2.9 -2.2
C -2.625196 0.604377 -1.850578 -0.8 2.3 1.3
C -2.912697 -0.526446 -2.551933 -1.6 0.9 0.3
C -2.214063 -1.700721 -2.283343 -0.3 -0.2 -0.6
C -1.182230 -1.639315 -1.400984 0.8 -0.2 0.5
N -0.892093 -0.536870 -0.704560 0.5 0.3 0.2
H 1.779373 3.359808 2.500863 0.7 0.9 0.3
H 1.893300 1.710412 2.090210 1.4 -1.4 0.0
H -1.393637 5.821656 0.918645 0.3 0.7 0.2
H -2.326626 5.331644 -0.432676 0.1 0.0 0.8
H -3.292592 1.523746 -1.784476 0.9 -1.3 -0.8
H -3.831930 -0.503496 -3.163704 0.7 -0.2 0.1
H -2.531993 -2.639080 -2.688408 0.2 -0.3 -0.4
H -0.538215 -2.518572 -1.263697 -0.2 0.4 0.4
O 2.074376 -3.602263 -1.215772 0.5 0.4 1.2
P 2.642374 -3.091982 0.230077 -1.3 -1.8 -0.2
O 3.292944 -4.177556 1.000308 -0.3 1.0 -0.6
O 1.458795 -2.378324 0.942299 0.1 0.5 0.0
O 3.666245 -1.931651 -0.206417 0.7 0.5 0.7
P 3.151520 -0.668018 -1.070970 -0.3 -0.8 -2.1
O 4.559387 0.037737 -1.428010 1.1 -1.9 1.4
O 2.565776 -1.318700 -2.305554 -0.1 1.4 0.9
O 2.347307 0.260295 -0.194616 0.4 0.3 -0.5
H 2.113001 -2.805651 -1.821112 0.0 -0.2 0.0
H 5.220047 -0.670638 -1.102220 -1.1 1.8 -0.9
C -1.399381 -2.416328 2.007103 -1.8 1.1 1.0
C -0.658925 -1.134180 2.268181 0.7 0.9 1.2
O -0.640650 -0.595260 3.364771 -0.2 -0.6 -1.5
H -2.064984 -2.672128 2.874400 0.2 0.6 -0.9
H -0.706645 -3.185826 2.030357 1.7 -1.5 -0.4
H -1.898353 -2.395915 1.038320 -0.1 -0.1 0.2
```
Forces are in eV/Å.

Calculated values
* LUMO level (alpha / beta): 2.78 / 1.93 eV
* spin multiplicity: 3
* F_max: 3.66 eV/A
* net charge: -1
* E_HOMO (alpha / beta): -3.5 / -6.3 eV
* DFT total energy: -2121.76509 Ha
* energy relative to the best compared isomer or geometry (same formula, charge and spin): 0.0 kcal/mol

=====

Below is a single C10H13NO2Si molecule, with properties calculated with ωB97M-V with the def2-TZVPD basis set.

```
27
Properties=species:S:1:pos:R:3:forces:R:3
C 1.972773 -1.090480 -1.708449 0.6 0.0 -0.2
C 2.498566 1.749133 0.166361 1.6 2.4 2.5
C 2.329771 -0.255270 1.532112 2.1 -0.5 4.6
C 1.744077 1.164291 -0.705124 -1.7 -2.5 -1.4
C 1.613137 -0.899318 0.645941 -1.5 0.7 -1.7
C 2.877215 1.073197 1.463925 -4.1 -2.7 -6.1
C 1.265144 -0.283998 -0.693339 0.9 -0.6 0.2
C -1.748140 -1.595530 1.065902 4.0 1.0 -0.9
C -2.691782 -0.364241 -1.891072 3.2 -2.9 0.6
C -2.006013 1.408364 0.388572 -0.1 -2.3 2.7
N 2.478948 -1.806607 -2.445350 0.2 -0.1 -0.2
O 3.537555 1.609515 2.285968 3.7 3.0 4.5
O -0.053790 -0.504920 -1.145060 -0.1 1.0 1.1
Si -1.462862 -0.231684 -0.308981 -3.0 -0.3 -1.4
H 2.754593 2.833479 -0.022494 0.0 -1.4 0.7
H 2.568089 -0.838675 2.523602 -0.5 1.4 -1.9
H 1.468233 1.708353 -1.557659 -0.4 0.6 -1.2
H 1.155471 -1.792051 0.984620 -0.3 -1.0 -0.3
H -1.093821 -1.254083 1.970399 -0.8 -0.8 -1.6
H -2.704236 -1.722621 1.471297 -1.6 -0.4 0.1
H -1.279930 -2.510501 0.553560 -0.9 0.9 1.2
H -3.179356 -1.294399 -1.562402 0.0 -0.3 -0.7
H -3.491731 0.300370 -1.863586 -1.0 1.7 -0.5
H -2.112594 -0.581611 -2.902888 -1.5 0.8 2.1
H -3.104353 1.327208 0.553351 0.7 -0.1 -0.1
H -1.521441 1.612902 1.348864 -0.2 -0.1 0.2
H -1.813521 2.239178 -0.148070 0.5 2.7 -2.3
```
Forces are in eV/Å.

Calculated values
* LUMO level (alpha / beta): 0.55 / -3.57 eV
* spin multiplicity: 3
* F_max: 7.84 eV/A
* E_HOMO (alpha / beta): -7.2 / -9.9 eV
* DFT total energy: -883.41255 Ha

=====

Below is a molecular structure, C10H13NO2V, with properties calculated with ωB97M-V with the def2-TZVPD basis set.

```
27
Properties=species:S:1:pos:R:3:forces:R:3
C -1.175695 -0.272180 -2.004284 0.0 2.5 0.8
C 0.100592 0.411520 -2.148408 -1.5 1.9 -0.2
C 0.008807 1.692845 -1.491196 -0.9 -1.7 -1.2
C -1.293564 1.805485 -0.894238 -0.1 -1.5 -1.3
C -2.042996 0.596803 -1.197747 2.2 0.6 -2.0
V -0.338381 -0.201837 0.048414 -1.6 0.9 -0.4
C 1.667231 -1.551789 -0.650048 0.5 -1.1 0.4
C 1.463332 -3.016931 -0.788388 -4.4 -0.6 1.4
C 0.383344 -4.029632 -0.532196 3.0 1.7 -0.5
N -1.763267 -0.278759 0.926924 -0.3 -4.8 0.1
H 0.762011 2.462566 -1.521802 0.2 -0.1 0.4
H 0.944166 0.053705 -2.702231 0.1 0.0 -0.1
H -1.695876 2.678112 -0.409974 0.1 -0.1 0.4
H -3.054660 0.395082 -0.929730 -0.2 -0.1 0.2
H -1.451176 -1.194721 -2.448208 -0.1 -0.7 -0.1
H 1.985973 -1.052890 -1.616856 -0.2 -0.8 1.4
H -1.834106 -2.044842 1.001262 -0.2 1.0 -0.2
H 2.190985 -1.062357 0.245565 -0.6 -1.1 -1.1
H 0.902003 -4.937441 -0.971532 -1.5 0.3 0.8
H -0.748790 -4.142512 0.038048 3.5 0.9 -1.7
C 0.957489 2.347473 3.052594 0.6 0.3 0.1
C 0.433394 1.458077 1.956255 -2.4 -0.4 0.2
O 1.171936 1.109236 0.984046 0.2 -0.1 1.1
O -0.788522 1.110011 2.083628 3.4 3.0 1.5
H 1.927674 2.762900 2.768168 0.0 0.1 0.2
H 1.056183 1.756064 3.969137 0.0 0.1 -0.1
H 0.231912 3.146012 3.232799 0.1 -0.1 0.0
```
Forces are in eV/Å.

Calculated values
* LUMO level (alpha / beta): 5.68 / 5.64 eV
* spin multiplicity: 4
* F_max: 4.84 eV/A
* net charge: -2
* E_HOMO (alpha / beta): 2.1 / 0.7 eV
* DFT total energy: -1537.66697 Ha
* energy relative to the best compared isomer or geometry (same formula, charge and spin): 104.5 kcal/mol

=====

Below is a single C10H13NO3S molecule, with properties calculated with ωB97M-V with the def2-TZVPD basis set.

```
28
Properties=species:S:1:pos:R:3:forces:R:3
C -1.412507 -2.826198 1.179239 0.5 0.3 1.6
C -2.082107 -2.228680 0.160037 1.6 0.9 -0.1
C -0.364410 -2.155272 1.831038 1.4 -0.1 1.2
C -1.581584 -0.975419 -0.283669 -1.4 -1.6 -1.7
C 0.157134 -0.985960 1.319267 -2.4 -1.4 -0.4
C -1.333966 2.332366 -0.468056 -1.1 0.7 -0.3
C -0.323443 1.769439 -1.129146 -1.8 0.1 1.7
C 1.626228 1.946324 1.115838 -2.6 2.5 -1.6
C 1.766580 0.979946 -0.034959 -0.5 -0.5 -0.1
C 0.446093 0.624669 -0.714410 -0.4 -3.5 1.1
N -0.475865 -0.497233 0.216369 2.3 3.4 0.5
O 1.661195 0.115549 -2.841847 1.4 1.4 -2.1
O 1.373089 -1.742469 -1.327071 0.8 -0.4 0.8
O -0.465829 -1.015113 -2.545784 -3.5 -0.3 -2.3
S 0.784501 -0.643754 -2.046115 2.1 -0.1 2.5
H -1.740638 -3.766929 1.591321 0.1 -0.3 -0.2
H -2.691781 -2.880013 -0.404653 -1.3 0.3 -0.7
H 0.165117 -2.563767 2.736279 -0.9 0.2 -1.1
H -1.965722 -0.549258 -1.239915 0.4 0.0 1.3
H 0.922163 -0.432299 1.811086 0.5 0.2 -0.2
H -1.805603 3.209672 -1.034601 0.4 -1.3 1.5
H -1.769197 1.946307 0.514123 0.6 0.7 -1.6
H -0.046558 2.206749 -2.030553 0.7 0.5 -1.6
H 2.150122 1.607833 1.923447 1.8 -0.5 2.2
H 0.546700 1.944475 1.462156 1.1 0.4 -0.3
H 1.908300 3.032249 0.815772 -0.5 -1.9 0.8
H 2.308311 0.066441 0.297915 -0.2 0.6 -0.8
H 2.243679 1.480345 -0.873109 0.7 -0.4 0.0
```
Forces are in eV/Å.

Calculated values
* LUMO level: -0.42 eV
* F_max: 4.20 eV/A
* E_HOMO: -9.1 eV
* DFT total energy: -1067.40348 Ha
* energy relative to the best compared isomer or geometry (same formula, charge and spin): 68.2 kcal/mol

=====

Q: Which value of F_max does entry 2 give?
A: 3.65 eV/A

=====

Q: Which of these has the highest F_max?
A: C10H13N3O4

=====

Q: Number 4 is which compound?
A: C10H13NO2Si

=====

Please write out number 1 again, unchanged.
Below is a single C10H13N3O4 molecule, with properties calculated with ωB97M-V with the def2-TZVPD basis set.

```
30
Properties=species:S:1:pos:R:3:forces:R:3
C -3.225299 1.210685 2.242221 -0.8 -0.6 -2.3
C -1.954236 1.340045 3.011998 1.4 -0.7 -2.3
H -1.968807 2.182717 3.641907 0.4 1.0 0.8
H -1.739954 0.423051 3.515766 0.7 -0.3 0.5
O -0.741019 1.587083 1.921466 -0.4 -3.2 3.8
C 0.406448 0.694465 2.169264 -0.7 0.0 3.1
O 0.733667 0.011631 3.231282 -2.3 3.8 -5.8
C 1.145334 0.899419 0.905356 3.7 -1.5 2.9
N 2.415892 0.591615 0.904379 -3.0 -2.0 6.0
N 3.001527 0.832481 -0.129146 2.6 1.0 -7.1
H 3.719415 0.215821 -0.502129 0.3 0.0 0.8
C 1.933344 1.086280 -1.373313 2.8 6.9 6.5
C 0.808997 1.392468 -0.379802 -4.5 -3.4 -3.6
C -0.309942 0.074101 -0.938813 13.0 3.0 -2.6
O -1.384293 0.031361 -0.714414 -9.7 -1.4 1.8
N 0.582210 -0.732289 -1.836865 -2.6 3.4 3.0
C 1.893701 -0.124585 -1.976934 -2.4 -8.0 -7.4
O 2.647870 -0.722647 -2.797336 -0.8 2.3 2.9
C -0.200428 -1.762816 -2.467577 3.5 -4.2 -3.0
C 0.258084 -3.174171 -1.630007 -3.4 0.7 -2.0
H 1.339732 -3.119220 -1.631327 0.0 -0.2 0.3
H -0.151946 -4.134120 -2.179640 0.9 2.0 1.1
H -0.258114 -3.043406 -0.672339 0.7 -0.5 0.1
H 0.439619 -2.078525 -3.453700 -1.9 1.4 1.7
H -1.317503 -1.530391 -2.758249 2.5 -0.3 1.2
H 0.140969 2.214755 -0.346541 0.0 1.2 -0.7
H 2.443153 2.018395 -1.731543 -0.8 -1.4 -1.0
H -4.185146 1.085249 2.830100 1.4 -0.1 -0.3
H -3.130589 0.356866 1.430482 -0.3 1.7 1.7
H -3.342684 2.173682 1.715455 -0.2 -0.5 -0.2
```
Forces are in eV/Å.

Calculated values
* LUMO level: -0.03 eV
* F_max: 13.59 eV/A
* E_HOMO: -8.5 eV
* DFT total energy: -853.85693 Ha
* energy relative to the best compared isomer or geometry (same formula, charge and spin): 101.7 kcal/mol